(1)
{"formula": "C32H24ClMnN5O4S3", "method": "wB97M-V/def2-TZVPD", "total_energy_ha": -4614.471282, "multiplicity": 6, "e_above_lowest_kcal_mol": 33.3, "lumo_energy_ev": [4.1, 4.1], "total_charge": -2, "species": ["H", "C", "H", "C", "C", "H", "H", "C", "C", "C", "H", "H", "C", "H", "C", "C", "C", "N", "H", "H", "H", "H", "H", "C", "H", "C", "C", "C", "H", "C", "C", "H", "C", "S", "H", "C", "N", "C", "Cl", "H", "H", "H", "Mn", "S", "O", "H", "S", "O", "H", "H", "H", "C", "N", "C", "C", "C", "N", "C", "C", "C", "C", "O", "N", "C", "C", "O", "C", "H", "C", "C"], "coordinates": [[0.53669, -1.38116, 3.32244], [-0.03804, -3.32263, -0.83430], [2.42404, -0.57722, 4.27147], [-1.35565, 4.25679, -2.53683], [1.04312, -5.01447, 0.52608], [-2.13944, -4.75046, 2.23937], [0.29863, 4.61117, -5.47992], [-3.54412, -2.17689, 0.53468], [-2.30756, -3.74580, 1.87245], [-3.61551, 0.31640, -0.59695], [0.50152, -7.07007, 0.21943], [5.31463, -0.95617, 0.85184], [-4.58402, -1.84597, -0.35244], [3.87022, -0.82350, 1.85460], [0.29343, -0.45240, 2.80885], [1.62537, 3.05623, 3.27589], [-2.10405, 6.20974, -3.66450], [-0.45539, 2.17159, -1.84876], [4.97497, -0.65819, -1.66860], [-2.74259, 7.08363, -3.71947], [-5.31865, -2.60393, -0.60346], [-3.59702, 1.30492, -1.04235], [-1.43025, -4.12530, -2.23163], [2.71199, 2.78960, 4.06834], [3.35594, 3.59177, 4.40877], [-2.18137, 5.36520, -2.56337], [3.97019, -0.86247, -1.28881], [-0.38873, 4.82888, -4.67269], [1.75306, -5.24620, 1.31295], [-2.58322, -1.18361, 0.81167], [-0.47616, 4.00614, -3.56832], [-0.50099, -3.00922, 2.78002], [-1.50101, -1.47195, 1.69608], [0.41825, 2.51225, -3.16826], [-1.11836, -6.49078, -1.62209], [-0.55297, -5.71991, -1.10551], [-2.63963, 0.04493, 0.22762], [0.34098, -6.04016, -0.08705], [4.39810, 1.14496, 5.44535], [-5.40041, -0.32382, -1.62450], [3.24249, -0.60191, -2.05198], [-1.18684, 6.61130, -5.55986], [-0.64957, 1.10294, 0.32619], [-0.49008, -1.71038, -1.37621], [-0.21707, 2.35268, 2.01821], [4.87245, 0.62721, 1.52631], [1.89412, -2.49814, 1.06554], [-1.93230, 3.17203, -0.45701], [-4.09920, -4.24352, 0.82078], [3.86037, -1.92180, -1.04597], [1.39650, 4.06985, 2.96971], [-1.36836, -2.74388, 2.19082], [3.72254, -0.04877, -0.10446], [-1.28074, 3.16258, -1.50666], [-4.63151, -0.60276, -0.91686], [-0.72247, -4.39054, -1.45287], [-0.65963, -0.38782, 1.96071], [3.00247, 1.47140, 4.43138], [-3.38615, -3.47108, 1.08531], [2.19963, 0.44789, 3.99742], [2.52474, 0.48278, 0.00385], [0.23831, 1.55398, -4.22206], [1.49216, 0.98544, 0.09038], [1.09149, 0.69538, 3.17452], [4.48199, -0.30749, 1.11703], [1.77099, 2.88217, -2.83679], [0.76370, 2.03394, 2.77029], [-2.86316, 5.54985, -1.74289], [-1.22113, 5.94240, -4.70765], [0.89829, -3.65766, 0.18474]]}

---

(2)
{"formula": "C32H24N3O5RuS5", "method": "wB97M-V/def2-TZVPD", "total_energy_ha": -3860.079844, "multiplicity": 6, "lumo_energy_ev": [-0.3, -2.4], "species": ["C", "H", "N", "C", "H", "H", "C", "H", "H", "C", "H", "C", "H", "H", "C", "H", "C", "C", "C", "S", "H", "H", "H", "C", "C", "H", "O", "S", "O", "N", "H", "H", "H", "S", "H", "H", "C", "S", "C", "C", "H", "C", "C", "C", "C", "H", "H", "C", "Ru", "C", "O", "C", "C", "C", "C", "C", "H", "C", "S", "C", "N", "O", "H", "C", "H", "O", "C", "C", "C", "C"], "coordinates": [[-2.03637, 4.55403, -1.96863], [-0.27437, -0.90327, -2.40973], [0.08633, 1.93403, 1.41377], [-1.63477, -4.74997, -1.29983], [-0.28557, -3.70477, -2.59593], [-0.70487, 5.16883, 1.56437], [-1.54467, 2.21823, -2.01803], [-3.54647, 2.62593, -1.37103], [-4.44217, 2.13603, 1.86117], [-1.22557, -0.04677, 1.58637], [1.89703, 1.03103, -4.44943], [-1.13267, 1.38143, 1.53947], [4.08293, -3.34447, -1.24363], [-2.10347, -5.29817, -2.10173], [5.63753, 0.91353, 5.46347], [2.59373, -1.33887, -4.70813], [-0.87027, 4.10283, 1.54747], [3.53983, -2.52787, -1.69103], [-2.47897, -0.63077, 1.72047], [5.93403, 1.30323, 3.75177], [-2.99577, 4.20793, 1.76667], [-4.58517, -0.32037, 1.87967], [-2.29317, 4.60253, -0.90573], [1.52343, 0.74073, -3.47523], [-2.30357, 2.17153, 1.65837], [-2.55817, -1.70567, 1.75007], [-0.44217, -2.54487, 3.25247], [1.77383, 0.15063, 3.75697], [1.64463, -2.34607, 1.93967], [-0.06487, -0.72357, 1.49177], [3.75793, -3.24747, -3.69313], [0.75833, -2.42107, -0.72383], [-1.80897, -4.31937, 2.05657], [3.96773, 0.38503, 5.75927], [-4.15957, 0.27783, -1.11893], [-2.94747, 4.45083, -2.56853], [3.01003, -1.53557, -0.89073], [0.20043, -2.25737, 2.00367], [2.11183, -0.37977, -2.85643], [-0.50217, -3.29607, 0.73547], [-2.49737, -1.49967, -1.56743], [-3.62167, 0.16143, 1.80047], [-0.04497, -3.12037, -0.55403], [-2.05797, -4.94607, 0.00507], [-1.49577, -4.20767, 1.03207], [-2.82797, -5.66867, 0.22417], [3.16643, -1.54557, 0.18967], [4.31993, 0.94453, 3.17087], [1.76383, 0.21183, 1.39387], [-0.60777, 1.20323, -2.34053], [-1.12667, 3.50993, -2.22653], [3.40903, 0.52783, 4.10727], [-2.23597, -0.45997, -1.69123], [-3.55107, 1.53313, 1.77967], [2.69603, -1.39627, -3.63463], [3.36353, -2.46297, -3.06803], [1.23063, 3.61603, 1.30637], [2.24953, -0.47697, -1.41753], [3.94323, 1.13883, 1.50287], [0.22233, 3.23713, 1.41277], [0.56843, 1.56773, -2.95183], [6.46193, 0.99623, 6.31807], [0.59883, 2.54143, -3.23333], [-0.97587, -0.12917, -2.14593], [-1.52497, 5.47343, -2.24923], [1.71683, 0.41023, -0.64243], [-2.12957, 3.57053, 1.66407], [-2.80907, 1.86833, -1.58293], [-3.16027, 0.53403, -1.42963], [-0.62187, -3.84647, -1.58103]]}

---

(3)
{"formula": "C32H24N4OPdS5", "method": "wB97M-V/def2-TZVPD", "total_energy_ha": -3646.980151, "e_above_lowest_kcal_mol": 40.3, "lumo_energy_ev": 4.2, "total_charge": -2, "species": ["C", "H", "H", "C", "H", "C", "H", "H", "H", "C", "H", "C", "H", "C", "C", "N", "C", "H", "H", "H", "H", "S", "C", "H", "C", "C", "C", "N", "C", "C", "N", "H", "S", "S", "C", "H", "C", "H", "C", "N", "C", "H", "C", "C", "H", "Pd", "O", "H", "S", "H", "S", "C", "H", "C", "C", "C", "C", "C", "C", "H", "C", "H", "H", "C", "C", "C", "C"], "coordinates": [[0.46414, 3.56951, 2.70871], [-4.25252, 0.70350, -8.59036], [-1.48845, -3.77405, -1.95468], [0.26866, 2.27068, -3.85185], [0.78788, -1.75465, 0.51143], [0.33251, 0.12234, 1.20491], [1.46622, -3.62675, 1.54636], [4.87986, 3.01742, 0.05411], [3.67322, 1.04197, 0.97384], [2.59320, -3.75893, 3.36098], [3.30110, -1.14844, 5.38242], [2.88974, -1.70552, 4.54788], [-0.59612, 0.01789, 3.84386], [-3.83258, -0.71361, -5.54632], [2.15306, -1.03245, 3.58652], [-0.89622, 1.50771, -5.56776], [-3.15277, -3.68946, -0.62402], [-4.11280, -0.90908, 1.04334], [-5.31308, -0.95296, -7.08318], [0.71534, 4.56353, 2.36132], [4.74481, 0.56161, -0.33952], [0.47781, 1.68031, -7.94660], [-4.40464, -0.44483, -6.78307], [3.13224, 3.17408, -0.23506], [-2.64595, 1.13400, -7.24897], [-3.81037, 0.48045, -7.62684], [-0.38543, 2.08327, 4.40168], [-3.71575, -6.18774, -0.96543], [0.17207, 1.86015, -6.30253], [1.60418, -1.71055, 2.49029], [-0.85722, 1.73997, -4.20027], [0.87325, 2.62291, 0.81682], [0.72986, 2.73794, -2.25650], [1.33668, 2.53843, -5.21134], [0.55423, 2.49072, 1.84994], [-4.28712, -1.42989, -4.87363], [3.11182, -3.07245, 4.45019], [2.76175, -4.82432, 3.25640], [-1.68809, -1.79477, -1.18291], [-5.92835, -3.78565, 1.56006], [-5.02246, -3.38475, 0.97097], [-0.10182, 4.19069, 4.69189], [-0.28358, 1.00603, 3.53017], [-2.08185, 0.84525, -6.01436], [-0.77915, 1.92508, 5.39896], [0.08066, 0.84290, -0.54748], [2.71136, 0.54317, -0.70789], [2.01929, 0.03451, 3.68291], [-0.31392, -1.25491, -2.08003], [-2.22014, -0.26974, -4.18466], [-2.23508, 0.75150, -0.09203], [-0.00468, 3.35955, 4.00290], [-2.17557, 1.85178, -7.90183], [0.85855, -1.10054, 1.37802], [-2.67173, -0.07094, -5.15005], [-3.54556, -1.54042, 0.37151], [0.22355, 1.19151, 2.24535], [4.02353, 2.59653, -0.47850], [-2.48114, -0.96500, -0.32411], [2.65604, 0.77857, -1.64429], [-2.07288, -3.14315, -1.29764], [3.68882, -3.59142, 5.20626], [4.19710, 2.70781, -1.55079], [3.84025, 1.13817, -0.10175], [-3.47208, -5.07274, -0.81031], [-3.91024, -2.87464, 0.23524], [1.85986, -3.08562, 2.39865]]}